47
Properties=species:S:1:pos:R:3:nbo_charge:R:1 method="wB97M-V/def2-TZVPD" lumo_energy_ev=-2.593
C -4.0503 0.6741 -1.4139 -0.720
C -3.4028 2.0113 -2.0351 0.650
O -3.3070 2.1249 -3.2847 -0.498
N -2.8768 3.1069 -1.2212 -0.660
C -2.0058 2.6400 -0.1129 -0.222
C -0.8126 1.6564 -0.5611 -0.447
C -0.8434 0.3432 0.3839 -0.428
C -0.1883 -0.9646 -0.3011 -0.234
N 0.9168 -1.4369 0.6210 -0.341
C 2.3549 -1.4481 0.3049 -0.135
B 3.1043 -0.9955 -1.0752 1.044
N 4.3282 -0.1652 -1.1556 -1.050
O 2.4833 -1.4180 -2.3246 -0.906
C 2.9324 -2.0032 1.6285 -0.044
N 1.8406 -2.2287 2.5557 -0.635
P 2.2958 -2.8225 4.1733 0.957
C 1.1270 -2.1637 5.5251 -0.958
C 3.9490 -1.9084 4.5406 -0.931
C 0.5740 -1.9126 1.9492 0.238
I -1.3422 -2.1438 2.9118 0.347
H -3.1684 -0.0623 -1.2948 0.206
H -4.7798 0.2278 -2.1671 0.277
H -4.5099 0.8285 -0.3812 0.213
H -2.4515 3.8548 -1.7827 0.406
H -1.5470 3.5295 0.4569 0.213
H -2.6712 2.0846 0.6468 0.188
H -0.7811 1.4142 -1.6747 0.243
H 0.1868 2.1832 -0.3142 0.206
H -1.9132 0.0580 0.7082 0.221
H -0.3067 0.6319 1.3669 0.211
H -1.0162 -1.7592 -0.3681 0.244
H 0.2199 -0.7328 -1.3406 0.246
H 4.1179 0.5916 -1.8335 0.413
H 4.5675 0.2832 -0.2608 0.386
H 1.9196 -0.6799 -2.6503 0.505
H 4.0490 -2.1819 1.7877 0.269
H 1.7997 -1.7361 6.3617 0.257
H 0.5139 -1.2683 5.1462 0.247
H 0.4584 -2.9775 5.9819 0.266
H 4.1418 -1.7947 5.6558 0.269
H 4.7908 -2.4621 3.9820 0.248
H 3.8380 -0.8859 4.0071 0.236
B -2.9266 1.9935 -6.6546 1.365
F -4.2504 2.2566 -6.1715 -0.587
F -2.0159 2.9609 -6.1102 -0.593
F -2.5217 0.6757 -6.2503 -0.595
F -2.9136 2.0785 -8.0862 -0.588